[1]
DFT (wB97M-V/def2-TZVPD) results for a structure of composition C3H4O2P at a distorted geometry.

Geometry (Å):
O (1.94451, -0.05232, 1.39317)
H (-0.15241, -2.48518, 0.44764)
C (-1.19446, 2.40777, -0.07827)
H (-1.62367, 3.32032, -0.37977)
P (1.14822, -0.31699, 0.14968)
C (-0.43417, 1.47823, 0.05059)
H (-0.25894, -1.66959, -0.95436)
O (1.85515, -0.21212, -1.16681)
H (-1.01591, -0.93657, 0.49963)
C (-0.26832, -1.53356, 0.03849)

Cartesian forces (eV/Å) of the 6 atoms listed first:
-1.5 -0.8 -0.6
0.5 -1.4 1.3
0.1 0.4 -0.3
-0.5 0.4 0.1
0.8 2.2 -0.4
1.8 -2.4 0.3

LUMO energy (eV): 4.2504
Net charge: -1
Gap between HOMO and LUMO (eV): 9.631
Calculated total energy (eV): -16559.575
Energy relative to the best compared isomer or geometry (same formula, charge and spin) (eV): 0.760

Atomic partial charges in e from the Mulliken method, atoms 1 to 2: atom 1 (O): -0.68, atom 2 (H): 0.38

---

[2]
DFT (wB97M-V/def2-TZVPD) results for a cluster of 2 separate species, C3H6BrN4O2 in total at a distorted geometry.

Geometry (Å):
H (-2.68652, 1.21989, 1.15195)
H (-3.24076, 0.32070, -0.15745)
N (-1.10794, -0.90433, -0.64890)
Br (1.49030, 2.05731, -0.91670)
C (0.02114, -1.67798, -0.91771)
C (1.74113, -0.69087, 0.60443)
H (-2.27544, 1.77349, -0.39929)
H (1.96279, 2.79468, -2.01733)
C (-2.38618, 0.74387, 0.23772)
O (1.55657, -0.60173, 2.70801)
H (0.20742, -1.62753, -2.01083)
O (2.92960, 0.78754, 1.69920)
N (2.11826, -0.08779, 1.76267)
N (-1.18626, 0.05429, 0.11869)
N (1.21246, -1.48130, -0.10597)
H (-0.35656, -2.68023, -1.10848)

Cartesian forces (eV/Å) of the 6 atoms listed first:
0.9 -0.5 1.1
-1.6 -1.5 -1.1
-2.1 2.0 0.8
-0.3 -0.1 0.2
-0.3 -0.8 -2.3
-3.7 -4.4 -4.7

LUMO energy (alpha / beta) (eV): -7.1267 / -7.1275
Net charge: +1
Gap between HOMO and LUMO (alpha / beta) (eV): 6.921 / 6.919
Calculated total energy (eV): -83290.026
Energy relative to the best compared isomer or geometry (same formula, charge and spin) (eV): 6.980

Atomic partial charges in e from the Mulliken method, atoms 1 to 2: atom 1 (H): 0.33, atom 2 (H): 0.38

---

[3]
DFT (wB97M-V/def2-TZVPD) results for an isolated molecule of C22H46O.

Geometry (Å):
C (1.24333, -1.43870, -1.08677)
H (-3.04459, -1.31654, 3.18208)
H (-0.51019, -0.21979, -0.91161)
C (-3.93740, 0.57285, 1.39453)
H (7.35175, -3.70928, -0.68525)
C (0.55243, -0.14303, -0.66277)
H (-1.72254, 3.55392, 0.30828)
C (0.76967, 3.61909, -1.63164)
H (-0.74089, 2.16422, -1.17219)
H (-2.71478, -3.36920, 0.96131)
H (0.63238, -0.03127, 0.42238)
H (-1.01168, -4.50733, 0.19041)
H (-4.08553, 1.22198, -0.65180)
O (-0.11641, -4.36052, 0.51451)
H (-3.75564, 3.58289, -1.42966)
H (0.61879, 3.50538, -2.70817)
H (-2.13687, -0.49973, 0.98165)
H (1.23441, -1.51149, -2.17681)
H (-2.58331, 1.65580, 0.15488)
H (5.67441, -2.52475, -2.10086)
C (4.65443, -3.15939, -0.31775)
H (4.91216, -4.21680, -0.41864)
C (5.72332, -2.32990, -1.02688)
C (0.05033, 4.88686, -1.15837)
C (1.11152, 1.11181, -1.33297)
H (-2.22205, 5.20490, 0.61268)
H (7.19447, -2.46082, 0.54998)
H (-3.55909, -1.16052, 0.17790)
C (-0.18188, -4.04028, 1.88489)
C (-1.01789, -2.79112, 2.17331)
C (-3.66447, 1.58841, 0.28772)
C (-1.46993, 4.85853, -1.37499)
H (-5.31150, 2.95077, 0.52860)
H (2.15662, 1.25091, -1.05185)
C (-3.34747, -1.76173, 2.23164)
C (2.68003, -1.55762, -0.58376)
H (-0.83306, -2.48276, 3.20390)
C (-2.23797, 4.40534, -0.13140)
H (0.38940, 2.48141, 0.15330)
H (1.84226, 3.74786, -1.46378)
C (3.24760, -2.94497, -0.87599)
H (-0.67185, -1.99615, 1.51242)
H (0.85471, -3.86994, 2.18547)
H (-5.01005, 0.38465, 1.47682)
H (-0.57345, -4.89356, 2.45854)
H (7.86913, -2.05794, -1.02993)
H (0.67568, -2.28668, -0.69675)
C (0.30699, 2.34587, -0.92843)
H (-1.69541, 4.18780, -2.20690)
C (-4.22086, 2.98210, 0.57565)
H (5.52945, -1.26721, -0.87222)
H (-3.94293, 3.28811, 1.58681)
C (7.12137, -2.65920, -0.51735)
C (-3.68923, 4.01170, -0.42683)
H (-4.40083, -2.03864, 2.31806)
H (-4.32081, 4.90193, -0.41288)
H (-3.59843, 0.98083, 2.34991)
C (-3.19455, -0.73212, 1.11503)
H (0.26076, 5.04808, -0.09880)
H (1.07052, 0.99024, -2.41799)
H (2.69866, -1.38395, 0.49520)
H (2.57651, -3.68926, -0.44071)
C (-2.51716, -3.02281, 1.97975)
H (3.30024, -0.79616, -1.05783)
H (0.47668, 5.73105, -1.70507)
H (-1.82014, 5.85253, -1.66143)
H (3.26137, -3.10777, -1.95643)
H (-2.84157, -3.80864, 2.66732)
H (4.66101, -2.92023, 0.74855)

Cartesian forces (eV/Å) of the 6 atoms listed first:
0.0 0.2 0.3
0.0 0.0 0.1
-0.1 0.0 0.1
0.3 -0.1 -0.4
0.1 -0.1 0.0
0.2 -0.1 -0.4

LUMO energy (eV): 0.9255
Net charge: 0
SMILES: CCCCCCCCCCCCCCCCCCCCCCO
Gap between HOMO and LUMO (eV): 11.119
Calculated total energy (eV): -25608.820
Energy relative to the best compared isomer or geometry (same formula, charge and spin) (eV): 0.319

Atomic partial charges in e from the Mulliken method, atoms 1 to 2: atom 1 (C): -0.81, atom 2 (H): 0.33

---

[4]
DFT (wB97M-V/def2-TZVPD) results for a cluster of 2 separate species, C4H10N2O in total.

Geometry (Å):
C (1.25507, 0.40651, -0.47851)
H (-2.20558, -1.89999, 0.68161)
H (-2.78152, -0.91295, 1.86096)
H (0.01154, -0.29561, 1.14707)
H (1.80361, -0.90618, 2.47515)
H (-2.97416, 0.34575, -0.37515)
H (-0.64704, -0.05887, -1.32294)
N (2.04584, -0.50915, 1.57017)
C (1.06299, -0.17737, 0.85108)
N (-2.35259, -0.92254, 0.93494)
H (0.23009, 1.22165, -2.17541)
H (-0.53767, 1.55421, -0.61543)
O (-3.35784, -0.44121, 0.03549)
C (2.47326, 0.55714, -0.99269)
H (3.33677, 0.25018, -0.43004)
C (0.00194, 0.80681, -1.19719)
H (2.63529, 0.98163, -1.96910)

Cartesian forces (eV/Å) of the 6 atoms listed first:
0.3 0.3 -0.7
-0.2 0.2 0.0
0.0 0.0 -0.3
0.2 0.0 0.1
-0.3 0.1 -0.1
0.1 -0.2 0.2

LUMO energy (eV): 0.8718
Net charge: 0
SMILES: [H]/N=C/C(=C)C.NO
Gap between HOMO and LUMO (eV): 10.138
Calculated total energy (eV): -9335.076
Energy relative to the best compared isomer or geometry (same formula, charge and spin) (eV): 3.911

Atomic partial charges in e from the Mulliken method, atoms 1 to 2: atom 1 (C): 0.49, atom 2 (H): 0.23